Below is C50H65CoN5O6PSSi as an isolated structure at a distorted geometry, with properties calculated with ωB97M-V/def2-TZVPD.

Geometry (Å):
Co 0.1245 0.0715 0.1599
C 2.7312 -2.1211 4.1736
C 2.1667 -1.3269 2.9911
C 3.2445 -0.3750 2.4883
C 0.9147 -0.5209 3.3688
C 0.1432 -1.0681 4.5755
O -1.1432 -0.5493 4.3968
C -1.2856 -0.3254 3.0216
N -0.1478 -0.3605 2.3547
C -2.6497 -0.1412 2.6615
C -3.5757 -0.1141 3.7477
C -4.9284 -0.0726 3.5710
C -5.4621 -0.0782 2.2761
C -4.5928 -0.0731 1.2054
C -3.2056 -0.0615 1.3485
P -2.2129 -0.0656 -0.1736
C -3.0014 1.2944 -1.1501
C -4.0451 2.1007 -0.6960
C -4.6534 3.0185 -1.5327
C -4.2272 3.1656 -2.8415
C -3.1420 2.4277 -3.2828
C -2.5210 1.5235 -2.4397
C -3.1372 -1.4306 -1.0374
C -3.7113 -2.4893 -0.3141
C -4.3308 -3.5476 -0.9524
C -4.3872 -3.6024 -2.3380
C -3.8217 -2.5673 -3.0713
C -3.2080 -1.5062 -2.4354
H 3.6699 -2.5878 3.8789
H 2.0668 -2.9054 4.5329
H 2.9437 -1.4469 5.0013
H 1.8970 -2.0044 2.1818
H 3.4515 0.3950 3.2291
H 2.9077 0.0778 1.5647
H 4.1670 -0.9047 2.2709
H 1.2650 0.4846 3.6421
H 0.5295 -0.7266 5.5356
H 0.0769 -2.1680 4.5744
H -3.1796 -0.1413 4.7492
H -5.5833 -0.0600 4.4323
H -6.5304 -0.0781 2.1187
H -5.0018 -0.0888 0.2037
H -4.3920 2.0334 0.3241
H -5.4738 3.6175 -1.1591
H -4.7175 3.8663 -3.5025
H -2.7739 2.5619 -4.2912
H -1.6274 1.0118 -2.7610
H -3.6965 -2.4786 0.7679
H -4.7915 -4.3323 -0.3630
H -4.8738 -4.4284 -2.8388
H -3.8579 -2.5903 -4.1514
H -2.7515 -0.7358 -3.0330
C 1.2854 -5.0223 -0.2447
C 1.5275 -3.4911 -0.2350
N 0.2666 -2.7993 -0.2811
C -0.6050 -3.3039 0.7474
C -1.0445 -4.7466 0.3815
N -0.1206 -5.2339 -0.6787
C -0.3501 -4.4820 -1.9444
C -0.3189 -2.9818 -1.5876
H 1.4016 -5.4672 0.7464
H 1.9615 -5.5269 -0.9368
H 2.1059 -3.1658 -1.0921
H 2.0858 -3.1880 0.6476
H -1.4726 -2.6507 0.8332
H -0.0707 -3.2770 1.6980
H -2.0595 -4.7537 -0.0213
H -0.9875 -5.4263 1.2342
H -0.2878 -6.2278 -0.8407
H -1.3102 -4.7735 -2.3742
H 0.4427 -4.7500 -2.6456
H -1.3203 -2.5702 -1.5810
H 0.2443 -2.4141 -2.3339
O 0.4674 -1.1434 -3.7979
C 0.6074 -0.1813 -3.0232
O 0.0343 -0.0831 -1.9058
C 1.4133 1.0035 -3.5324
C 1.2293 1.4041 -4.8535
C 1.9357 2.4813 -5.3702
C 2.8361 3.1658 -4.5794
C 3.0086 2.7801 -3.2474
C 2.3086 1.6900 -2.7287
N 3.8629 3.5444 -2.4142
O 4.6623 4.3248 -2.9487
O 3.7490 3.4341 -1.1912
H 0.5373 0.8510 -5.4743
H 1.7820 2.7950 -6.3960
H 3.4041 4.0048 -4.9560
H 2.4986 1.3474 -1.7260
S 1.9493 2.4337 0.9696
C 1.2808 2.6100 2.5376
N -0.0714 2.4765 2.6607
C -0.6979 2.5720 3.8612
C 0.0028 2.9165 4.9797
C 1.3997 3.1052 4.8871
C 2.0307 2.9379 3.6691
H -0.4942 2.0534 1.8109
H -1.7592 2.3813 3.8679
H -0.5051 3.0454 5.9229
H 1.9628 3.3836 5.7636
H 3.0940 3.0746 3.5540
C 4.9608 0.3216 -0.9687
Si 3.6264 -1.0578 -0.9944
C 4.6242 -2.5413 -0.2054
C 3.5913 -1.6496 -2.8388
O 2.2649 -0.7030 -0.3144
H 5.8665 -0.0081 -0.4613
H 4.6074 1.2110 -0.4521
H 5.2382 0.6183 -1.9779
H 5.6769 -2.4128 -0.4485
H 4.3340 -3.5273 -0.5709
H 4.5480 -2.5651 0.8801
H 4.5401 -2.0727 -3.1704
H 3.3646 -0.8166 -3.4978
H 2.8213 -2.3965 -3.0308
C -1.5201 4.0336 0.4975
C -0.1518 3.8510 -0.1767
C -0.3074 4.0797 -1.6856
C 0.7684 4.9633 0.3470
C 0.4478 2.4143 0.0122
H -2.0390 4.9003 0.0818
H -1.4116 4.2070 1.5653
H -2.1440 3.1611 0.3393
H -0.7637 5.0484 -1.8978
H -0.9260 3.3043 -2.1261
H 0.6687 4.0618 -2.1665
H 0.3654 5.9362 0.0655
H 1.7655 4.8720 -0.0781
H 0.8459 4.9424 1.4331
H 0.7755 2.0916 -0.9735

## Properties
- DFT total energy (eV) = -138266.18501
- spin multiplicity = 4
- energy above the lowest of the compared OMol25 structures with the same formula, charge and spin (kcal per mole) = 0.00
- charge = -1

Results of the Mulliken charge analysis, in e, for atoms 1 through 6:
1. Co 2.457
2. C -2.143
3. C 2.270
4. C -1.076
5. C 1.038
6. C -1.065